# C6H12Cl12

A 6-piece molecular cluster, C6H12Cl12 overall at a distorted geometry (the ωB97M-V functional and the def2-TZVPD basis, OMol25).

CARTESIAN COORDINATES (ANGSTROEM)
Cl1 -2.4755 3.9618 -2.7742
C1 -2.4158 4.0407 -1.0368
Cl2 -3.4528 5.3657 -0.3961
H1 -2.7600 3.1242 -0.5830
H2 -1.3949 4.2943 -0.7781
Cl3 4.5231 2.7248 -0.9025
C2 4.5309 0.9851 -1.2077
Cl4 5.3715 0.1168 0.0972
H3 3.5315 0.6347 -1.4178
H4 5.2120 0.8413 -2.0392
Cl5 3.0519 -1.8708 -2.1066
C3 2.4253 -3.5186 -1.9801
Cl6 0.6491 -3.5015 -1.7497
H5 2.6332 -4.0774 -2.8827
H6 2.8627 -3.9865 -1.1077
Cl7 0.4375 0.5178 -1.4951
C4 -0.9972 -0.3004 -0.8512
Cl8 -2.5049 0.4821 -1.2927
H7 -1.0126 -1.3342 -1.1734
H8 -0.8916 -0.3179 0.2277
Cl9 -1.1231 1.4772 2.5232
C5 -1.9389 2.8346 3.4116
Cl10 -2.0790 2.4420 5.1257
H9 -1.3788 3.7530 3.2997
H10 -2.9165 2.9044 2.9537
Cl11 -1.8328 -5.2738 3.0207
C6 -1.5636 -4.3875 1.4774
Cl12 -1.4425 -2.6543 1.7571
H11 -0.6353 -4.7516 1.0591
H12 -2.4127 -4.5260 0.8215

## Properties
Structure (SMILES): ClCCl.ClCCl.ClCCl.ClCCl.ClCCl.ClCCl
Relative energy (zero: lowest compared OMol25 entry of this formula, charge and spin) in kcal/mol: 9.3
HOMO energy in Eh: -0.400
2S+1: 1

# C29H27BrN4NiO4S

C29H27BrN4NiO4S as an isolated structure at a distorted geometry (the ωB97M-V functional and the def2-TZVPD basis, OMol25).

CARTESIAN COORDINATES (ANGSTROEM)
Ni1 -0.2604 0.1978 -0.0237
C1 2.6153 -0.6647 0.4181
N1 1.7842 -0.1093 -0.6611
C2 1.6961 -1.0676 -1.7819
C3 2.2873 1.1884 -1.0881
C4 3.4300 1.3284 -1.8520
C5 3.8493 2.5822 -2.2897
C6 3.0786 3.6919 -1.9715
C7 1.9400 3.5634 -1.1907
C8 1.5389 2.3098 -0.6954
N2 0.4265 2.0468 0.0558
C9 -0.2187 2.9307 0.8694
C10 0.3208 4.0945 1.4438
C11 -0.4313 4.8781 2.3078
C12 -1.7273 4.5196 2.6474
C13 -2.2611 3.3495 2.1132
C14 -1.5228 2.5661 1.2509
N3 -2.0358 1.3603 0.6358
C15 -2.7533 1.7267 -0.5967
C16 -2.8843 0.5461 1.5134
H1 3.6607 -0.7438 0.0993
H2 2.2405 -1.6574 0.6724
H3 2.5483 -0.0281 1.3003
H4 2.6873 -1.3422 -2.1596
H5 1.1015 -0.6300 -2.5822
H6 1.1941 -1.9663 -1.4200
H7 4.0016 0.4530 -2.1353
H8 4.7479 2.6780 -2.8865
H9 3.3603 4.6705 -2.3448
H10 1.3269 4.4324 -0.9928
H11 1.3524 4.3536 1.2499
H12 0.0112 5.7750 2.7276
H13 -2.3087 5.1262 3.3300
H14 -3.2693 3.0607 2.3810
H15 -3.6317 2.3425 -0.3659
H16 -3.0736 0.8292 -1.1202
H17 -2.0839 2.2811 -1.2536
H18 -3.7991 1.0716 1.8142
H19 -2.3131 0.2457 2.3928
H20 -3.1793 -0.3495 0.9683
O1 -0.4720 -0.7097 3.1472
C17 -0.0250 -1.5682 2.3631
O2 -0.0232 -1.4249 1.0960
C18 0.5697 -2.8410 2.9732
C19 0.6868 -2.7661 4.3665
C20 1.2291 -3.7789 5.1351
C21 1.6634 -4.9359 4.4965
C22 1.5384 -5.0642 3.1296
C23 1.0092 -4.0392 2.2961
S1 0.9747 -4.3955 0.5924
H21 0.3284 -1.8587 4.8357
H22 1.3086 -3.6746 6.2133
H23 2.1149 -5.7421 5.0710
H24 1.8625 -5.9725 2.6391
Br1 -2.7225 -4.3174 2.1684
C24 -3.3347 -3.5506 0.5424
C25 -4.6154 -3.8359 0.1003
N4 -5.1051 -3.3399 -1.0372
C26 -4.3071 -2.5408 -1.7518
C27 -3.0189 -2.1894 -1.3696
C28 -2.5128 -2.7137 -0.1858
C29 -2.1982 -1.2361 -2.2337
O3 -2.5358 -1.1372 -3.4190
O4 -1.2566 -0.6115 -1.6535
H25 -5.2660 -4.4894 0.6715
H26 -4.7083 -2.1531 -2.6804
H27 -1.5017 -2.4732 0.1329

## Properties
Total charge: -2
Relative energy (zero: lowest compared OMol25 entry of this formula, charge and spin) in kcal/mol: 24.4
HOMO energy in Eh: -0.033
2S+1: 1

# C36H25FN5PtSe

C36H25FN5PtSe as an isolated structure at a distorted geometry (the ωB97M-V functional and the def2-TZVPD basis, OMol25).

CARTESIAN COORDINATES (ANGSTROEM)
Pt1 0.1938 0.3974 0.3510
C1 -3.6508 0.7601 -1.6133
C2 -4.1215 1.9632 -1.1250
C3 -3.2815 2.7621 -0.3640
C4 -1.9906 2.3503 -0.1064
N1 -1.5378 1.1558 -0.5934
C5 -2.3555 0.3827 -1.3135
C6 -1.0535 3.1049 0.7532
C7 -1.2400 4.3668 1.2990
C8 -0.2565 4.8687 2.1420
C9 0.8971 4.1230 2.3854
C10 1.0258 2.8974 1.7574
N2 0.0521 2.4357 0.9957
C11 2.1827 1.9756 1.8515
C12 3.4213 2.3737 2.3113
C13 4.4447 1.4459 2.4286
C14 4.2047 0.1307 2.0803
C15 2.9601 -0.2043 1.5824
N3 1.9762 0.6880 1.4546
H1 -4.2781 0.1058 -2.2015
H2 -5.1403 2.2728 -1.3149
H3 -3.6458 3.6910 0.0500
H4 -1.9473 -0.5620 -1.6401
H5 -2.1210 4.9501 1.0738
H6 -0.3835 5.8359 2.6080
H7 1.6657 4.4893 3.0509
H8 3.5919 3.4088 2.5701
H9 5.4158 1.7528 2.7927
H10 4.9662 -0.6284 2.1825
H11 2.7347 -1.2157 1.2815
N4 -5.6783 -7.2122 2.9590
C16 -4.9828 -6.3285 2.7238
C17 -4.1156 -5.2201 2.4138
C18 -2.8708 -5.4549 1.8353
C19 -2.0504 -4.3891 1.5174
C20 -2.4618 -3.0781 1.7675
C21 -3.7108 -2.8545 2.3476
C22 -4.5318 -3.9176 2.6744
C23 -1.6065 -1.9759 1.4151
C24 -0.8653 -1.0730 1.1131
H12 -2.5582 -6.4713 1.6387
H13 -1.0812 -4.5612 1.0692
H14 -4.0299 -1.8390 2.5400
H15 -5.4981 -3.7486 3.1294
F1 -2.1310 -3.4628 -4.6729
C25 -1.3502 -2.8553 -3.7714
C26 -1.0331 -3.5246 -2.6023
C27 -0.2227 -2.8919 -1.6776
C28 0.2836 -1.6117 -1.9152
C29 1.2009 -0.9722 -0.9556
C30 -0.0605 -0.9685 -3.1066
C31 -0.8794 -1.5850 -4.0409
H16 -1.4119 -4.5243 -2.4381
H17 0.0449 -3.4003 -0.7601
H18 1.8929 -0.2755 -1.4129
H19 1.6755 -1.6757 -0.2796
H20 0.3256 0.0253 -3.3027
H21 -1.1456 -1.0984 -4.9698
Se1 1.1726 2.3435 -1.7192
C32 3.0743 2.2578 -1.7571
C33 3.7429 1.4660 -2.6847
C34 5.1322 1.4898 -2.7040
N5 5.8652 2.2260 -1.8726
C35 5.2195 2.9918 -0.9941
C36 3.8382 3.0421 -0.8958
H22 3.1919 0.8558 -3.3884
H23 5.6861 0.8975 -3.4238
H24 5.8441 3.6006 -0.3477
H25 3.3565 3.6959 -0.1810

## Properties
Total charge: +1
Relative energy (zero: lowest compared OMol25 entry of this formula, charge and spin) in kcal/mol: 11.1
HOMO energy in Eh: -0.384
2S+1: 1